DFT (wB97M-V/def2-TZVPD) results for a molecular structure, C22H57AlB3ClF3KN4O15P2S2 at a distorted geometry.

```
111
Properties=species:S:1:pos:R:3:forces:R:3:lowdin_charge:R:1
C 3.932078 -1.225041 0.881581 0.0422 0.3689 -0.6560 -0.077
C 4.088142 0.194027 0.011223 0.8285 -2.8104 -1.1390 -0.257
O 3.005926 1.116022 0.389991 0.6836 3.2242 0.7352 -0.312
P 3.552357 2.766623 0.512682 5.8500 -0.5548 -3.9694 0.811
O 4.507755 3.048332 -0.754729 -3.9410 -0.7421 4.5488 -0.353
C 4.483781 3.158148 2.165179 -1.1017 0.2045 0.9140 -0.191
C 5.944649 2.424805 2.290050 0.7551 0.7447 0.2212 -0.093
B 7.156886 3.202190 1.435483 -0.3348 -0.0145 0.1150 -0.364
O 8.458286 2.487563 1.391331 -1.3538 3.1661 -3.0686 0.134
B 9.272357 2.899761 0.230883 -1.8803 0.6156 -0.0263 -0.182
O 8.806038 3.794760 -0.846932 -1.6946 -0.3268 4.3513 0.105
B 7.704885 4.673844 -0.406723 0.0345 -0.5455 0.3947 -0.223
O 6.863055 4.501223 0.793434 3.3097 -3.3850 -1.1833 0.130
O 2.271908 3.962364 0.399549 -0.4992 -2.5906 0.1413 -0.592
C 0.987930 3.350774 0.022524 -3.0308 0.4596 -0.5769 -0.289
C 0.247313 2.530099 1.260906 1.3387 -0.6318 -0.5241 -0.069
H 4.179011 -2.137601 0.153345 -0.2451 2.1349 1.6751 0.060
H 4.655842 -1.191747 1.800997 -1.5548 -0.2196 -1.7004 0.081
H 2.819709 -1.369564 1.215763 2.1091 0.4771 -0.4645 0.076
H 3.932656 -0.141253 -1.123936 0.3104 1.1528 2.4175 0.136
H 5.169985 0.628760 0.111725 -2.3205 -0.6151 -0.1325 0.116
H 3.757319 2.875424 3.062365 1.6098 0.4894 -1.9019 0.111
H 4.570669 4.347350 2.211087 0.0029 -2.5672 -0.2907 0.096
H 6.269730 2.522546 3.432645 -0.9146 -0.2040 -2.5139 0.138
H 5.953632 1.281790 2.038315 -0.2679 2.1901 0.5858 0.110
H 10.355651 2.445408 0.125404 0.0579 -0.0917 0.0208 0.095
H 7.437472 5.591063 -1.127248 0.0302 -0.3633 0.2228 0.104
H 0.253365 4.254277 -0.239208 1.7648 -1.7052 0.4214 0.115
H 1.068753 2.706281 -0.972990 0.2757 1.3014 2.3122 0.142
H -0.662890 3.104993 1.728545 1.9867 -1.0755 -0.9324 0.094
H -0.081847 1.469492 0.823837 0.7143 2.3571 1.1818 0.077
H 1.110890 2.342202 2.063471 -2.2453 0.2842 -1.5257 0.105
O -1.690924 -1.964934 1.972477 3.1214 0.7381 -2.5747 -0.293
P -2.139823 -2.464722 0.577398 -5.4424 -1.3430 4.2336 0.741
N -3.309659 -1.280478 0.339104 -0.4195 2.7708 -0.8429 -0.334
C -4.748021 -1.437379 0.348141 0.0508 -0.5557 -0.3667 -0.108
C -2.924803 0.118580 0.429609 0.3642 -0.8075 1.0008 -0.170
N -2.813287 -3.899530 1.240861 -0.3504 -1.7351 0.0331 -0.355
C -3.886988 -3.841697 2.228686 -0.3029 0.4318 0.1647 -0.117
C -1.774723 -4.807165 1.750830 0.2131 0.0497 -0.3355 -0.137
N -2.655866 -3.039265 -1.026348 2.4342 -0.3390 -0.8649 -0.287
C -1.920123 -2.402231 -2.121066 -0.1454 0.2308 -0.3008 -0.136
C -2.920364 -4.431165 -1.372022 -0.1032 -0.7497 0.0576 -0.120
H -5.059614 -2.395116 -0.080204 0.1880 0.1014 0.1348 0.072
H -5.237595 -0.672116 -0.263832 0.0446 0.1617 -0.0763 0.067
H -5.146079 -1.356056 1.364425 -0.0721 0.0509 -0.0133 0.094
H -3.257497 0.666275 -0.455906 0.0488 -0.9581 1.0167 -0.087
H -1.835962 0.230397 0.475603 -0.2173 -0.0891 0.1379 0.058
H -3.345675 0.594005 1.322701 0.0250 0.2615 -0.0362 0.107
H -3.666236 -3.149163 3.049089 -0.0416 -0.0601 0.0253 0.090
H -4.080547 -4.828453 2.669003 0.3656 0.1061 -0.2244 0.090
H -4.832354 -3.556393 1.768502 0.0499 0.1046 -0.0008 0.056
H -1.369791 -4.468655 2.710831 0.0277 0.0203 -0.0784 0.086
H -0.941337 -4.873465 1.042371 0.0414 0.0514 0.0235 0.074
H -2.166490 -5.822006 1.872525 -0.1277 0.1602 -0.0530 0.086
H -2.546573 -2.336047 -3.016144 0.0319 -0.1836 0.0120 0.079
H -1.004597 -2.955041 -2.363898 -0.1032 0.1060 -0.1294 0.089
H -1.625126 -1.379476 -1.865394 -0.0051 -0.0330 0.1986 0.063
H -3.753308 -4.844970 -0.793378 0.4409 0.2638 0.1681 0.086
H -2.033433 -5.058342 -1.233832 -0.1731 -0.1608 -0.0682 0.086
H -3.237007 -4.522096 -2.418605 0.3399 0.4029 -0.0408 0.085
K -3.637595 1.901565 -1.913290 -0.3597 0.9884 -1.1951 0.953
O 4.892806 1.559992 4.676830 -0.5190 -0.6729 0.6495 -0.074
H 4.097560 1.804214 5.173738 0.3138 0.2086 0.0969 0.056
H 5.296850 0.859843 5.211174 -0.0788 0.2877 -0.1187 0.061
C 5.040193 6.509796 4.692768 2.0770 1.3071 -0.2264 -0.643
F 6.239562 5.885307 4.923755 -2.3456 -0.7951 -1.3736 -0.105
F 5.344520 7.828252 4.466829 -1.1962 -1.6764 -0.0126 0.018
F 4.591000 6.020498 3.492369 -0.3306 -0.0315 0.1479 0.015
S 3.814474 6.271291 6.083001 -1.0921 0.3699 2.9514 0.447
O 4.454366 6.845874 7.274377 -0.8129 -0.7894 -1.9326 -0.407
O 3.609746 4.819562 6.182106 0.4518 0.5185 -0.9730 -0.383
O 2.605382 6.997395 5.670981 1.0196 -0.4768 -0.6978 -0.376
Al 2.662405 6.126014 0.379780 0.4106 -0.1516 0.2488 1.045
C -6.452662 -2.626991 -2.783902 -0.0285 0.0479 0.0053 -0.099
C -7.631826 -2.724601 -3.748724 -0.2091 -0.0386 0.3362 -0.261
N -8.937118 -2.554440 -3.103071 -0.1293 -0.1037 -0.0027 -0.188
C -10.062439 -2.943859 -3.957521 0.0394 -0.3218 0.0663 -0.248
C -10.295779 -2.136078 -5.228603 -0.2137 0.1323 -0.2442 -0.090
C -9.128887 -1.318603 -2.343519 0.2547 -0.2230 0.2955 -0.247
C -8.942019 0.004082 -3.077518 -0.1146 0.3654 -0.0809 -0.092
H -6.565808 -3.323074 -1.946868 -0.0584 0.1159 -0.0731 0.082
H -5.524324 -2.878581 -3.306341 -0.0822 0.0057 0.0015 0.066
H -6.336192 -1.615683 -2.384339 -0.0337 -0.0384 0.0574 0.044
H -7.588170 -3.723736 -4.200240 -0.2895 0.1580 0.0291 0.123
H -7.486426 -2.007512 -4.561950 0.1299 0.0986 -0.1944 0.096
H -10.985732 -2.943808 -3.364331 0.2423 0.1118 0.0798 0.116
H -9.919456 -3.992992 -4.246245 0.1643 0.1080 0.1021 0.112
H -10.721719 -1.154744 -5.011716 0.0926 -0.0346 -0.0698 0.056
H -11.015579 -2.658331 -5.868899 0.1050 0.0565 0.0883 0.077
H -9.381141 -2.001794 -5.812755 -0.0691 -0.0027 0.0672 0.068
H -8.438899 -1.330636 -1.489200 0.0128 -0.1093 -0.1364 0.098
H -10.123876 -1.325093 -1.877927 0.1297 -0.2096 -0.2573 0.121
H -8.037287 0.020109 -3.691783 -0.0540 -0.0696 -0.0260 0.061
H -8.853081 0.818379 -2.350983 -0.0411 -0.0492 -0.0157 0.069
H -9.798662 0.238942 -3.712728 0.2028 0.0028 -0.0292 0.059
C 8.236326 7.834167 1.523749 -0.3977 0.0945 0.0293 -1.010
O 7.082039 8.088187 1.831800 -1.4026 0.2494 0.3749 0.144
O 9.185832 7.766286 2.312669 1.3857 -0.0267 2.0213 0.214
O 8.633488 7.605506 0.375453 0.2646 -0.4816 -2.3835 0.148
C 5.815571 -5.740719 -1.942458 -0.0021 -0.0360 0.1144 -0.267
S 5.153759 -4.267134 -2.756666 0.0412 0.2716 0.3547 0.826
O 5.053221 -3.186108 -1.720606 -0.1202 -0.6039 -0.4268 -0.570
C 3.489481 -4.924896 -3.019373 -0.1584 -0.0159 0.0647 -0.278
H 6.849832 -5.541066 -1.651970 -0.1693 0.0911 -0.1032 0.055
H 5.228048 -5.972031 -1.050920 -0.0003 0.1030 -0.0764 0.058
H 5.792617 -6.584018 -2.636633 -0.0059 0.1184 -0.0086 0.054
H 3.042589 -5.205601 -2.062603 0.1135 0.0434 -0.0177 0.054
H 3.539700 -5.793955 -3.679532 0.0588 0.0873 0.0348 0.052
H 2.879394 -4.149106 -3.490064 0.2149 -0.0486 0.0567 0.045
Cl 7.084421 7.381718 6.489827 1.9865 1.3404 1.5480 0.048
```
Forces are in eV/Å.

As for the max |F|: 7.09 eV Å⁻¹. The calculation puts the gap between HOMO and LUMO at 0.0374 hartree. The calculation puts the molecular weight at 934.76 g/mol.